Formula: C16H47NO13
Source: the OMol25 dataset
Level of theory: the ωB97M-V functional and the def2-TZVPD basis

The geometry in XYZ format:
```
77
Properties=species:S:1:pos:R:3:mulliken_charge:R:1
C -0.50331 4.73575 2.91145 -0.3506
O -0.34828 1.26543 9.81103 -0.5258
H 3.43308 -9.37636 -3.35166 0.3365
C -5.71191 -2.31055 -8.26940 -0.4948
H 4.46070 -6.80054 -1.71894 0.3781
H 7.74080 0.41625 3.56549 0.2560
C -2.14104 5.79519 -6.56414 -0.5285
O -1.62623 6.15886 4.44202 -0.5146
C -1.02350 -2.27586 -1.11389 0.3778
H -0.34586 2.97920 8.78407 0.2442
H -0.53794 4.13596 2.00198 0.2700
C 5.68490 0.97285 3.20587 -0.5231
H -2.84860 -2.56705 -1.43678 0.2745
H 5.84912 1.53088 2.28405 0.3445
O 2.82155 -8.79185 -3.80551 -0.5010
H 5.52638 -8.37550 -1.23311 0.3397
N -2.21813 -1.86786 -1.80248 -0.7184
H 4.76818 1.30476 3.69327 0.3661
H 6.14283 -0.14382 5.01968 0.3233
O -0.91800 3.25921 12.07666 -0.5061
C -1.71565 5.58562 3.13519 -0.3513
H -1.92932 2.50915 9.46859 0.2784
H -1.88991 7.07815 4.35836 0.3102
H -5.92627 -1.53192 -6.45247 0.3034
O -3.23030 -2.72768 -7.83201 -0.5066
C -0.20174 -2.37558 2.49290 -0.7250
H -2.98144 6.42288 -6.26777 0.2883
C -1.99328 4.53608 -5.69118 -0.2191
H -2.12476 -2.79790 0.50244 0.3325
C -4.42135 -3.15391 -8.43615 -0.3350
O 0.59339 5.62401 2.70008 -0.5460
H -2.61953 -3.43278 -8.05873 0.3248
H -0.80558 -3.32989 -1.28609 0.2645
C 0.08554 -1.37497 -1.71607 -1.3404
H 0.72973 -2.55383 3.03018 0.2412
H -3.11359 3.07597 -5.17322 0.3091
H -0.64775 -1.46352 2.88955 0.2772
O 4.96095 -8.62634 -1.96725 -0.5474
H -1.31103 5.47773 -8.17810 0.3079
H 7.31968 2.10584 4.19969 0.3073
H -4.15318 -2.99476 -9.48059 0.2980
H -0.74381 0.84694 10.57915 0.3147
C -1.36441 -2.03334 0.34296 -0.6288
H 4.69548 -0.45174 2.35373 0.2976
C 7.03386 1.05981 4.08911 -0.3391
H 4.25541 -7.21576 -4.30928 0.2631
H -1.13965 4.14652 12.36844 0.3419
H -1.43734 4.79011 -4.78867 0.2819
H -6.53309 -2.47038 -8.96812 0.3227
O 5.47336 -0.36069 2.90891 -0.5392
H -2.67359 5.07368 3.04370 0.2996
O -0.14148 -2.26382 1.06898 -0.2723
C -0.85368 2.53932 9.64239 -0.3341
H -0.11575 -0.31734 -1.54579 0.3345
O -6.24955 -2.28300 -6.95545 -0.5246
H -1.23591 6.39584 -6.47432 0.3080
H 0.62661 3.19639 10.94652 0.2207
H 0.21084 -1.47908 -2.79384 0.3488
C -0.43401 3.41882 10.82946 -0.4391
H -5.44166 -1.28051 -8.50195 0.2785
O 6.92563 0.35457 5.26555 -0.4936
H -1.69285 -1.00838 0.51527 0.3504
C 3.45250 -7.50421 -3.63089 -0.3335
H 1.03695 -1.48364 -1.19540 0.3218
H -0.46202 4.47861 10.57618 0.4054
C 3.94806 -7.67116 -2.12799 -0.4449
H -0.19118 3.98430 3.63671 0.2815
H -1.70171 6.33393 2.34276 0.2864
H 2.63217 -6.78996 -3.70164 0.2518
H 2.95377 -7.78835 -1.69699 0.2576
H -0.82148 -3.25238 2.68064 0.2871
H -2.09417 -2.21624 -2.74235 0.2751
H -1.45619 3.81143 -6.30316 0.2592
H 0.78716 6.10813 3.50610 0.3145
H -4.56720 -4.23280 -8.38308 0.3335
O -2.24378 5.46264 -7.95150 -0.4978
O -3.26666 4.00446 -5.36313 -0.5092
```

## Properties
Energy above the lowest of the compared OMol25 structures with the same formula, charge and spin ... 413.9 kJ/mol
SMILES string ... COC[C@H](C)N.OCCO.OCCO.OCCO.OCCO.OCCO.OCCO
HOMO-LUMO gap ... 0.37208 Eh
Highest occupied orbital energy ... -0.364 Eh